#a
This record from the Open Molecules 2025 dataset describes a 10-piece molecular cluster, C12H42BF4O12 overall. The level of theory is wB97M-V/def2-TZVPD.

```
71
Properties=species:S:1:pos:R:3:mulliken_charge:R:1
B 4.160 -6.507 -31.285 0.176
F 3.630 -5.321 -31.746 0.160
F 3.280 -7.209 -30.509 -0.128
F 4.513 -7.213 -32.363 -0.469
F 5.255 -6.235 -30.537 -0.034
O 7.661 -7.482 -32.763 -0.736
H 6.956 -7.509 -32.117 0.238
H 7.538 -8.274 -33.287 0.297
O 1.843 -8.677 -28.627 -0.694
H 2.309 -7.995 -29.111 0.341
H 2.224 -9.497 -28.940 0.337
O 3.774 -4.276 -34.139 -0.672
H 3.725 -4.841 -33.369 0.286
H 4.518 -4.613 -34.637 0.351
O 3.571 -10.202 -30.892 -0.711
H 3.817 -9.311 -31.141 0.195
H 4.277 -10.495 -30.317 0.323
C 5.921 -2.742 -28.556 -0.552
C 4.946 -3.323 -29.651 0.195
O 4.176 -4.235 -28.835 -0.607
O 5.185 -1.788 -27.782 -0.545
H 6.802 -2.343 -29.058 0.317
H 6.322 -3.490 -27.872 0.180
H 5.437 -3.772 -30.514 0.032
H 4.329 -2.588 -30.169 0.302
H 4.017 -4.998 -29.396 0.084
H 4.781 -1.205 -28.429 0.348
C 5.102 -7.608 -27.181 -0.325
C 3.720 -7.174 -26.581 0.016
O 3.998 -6.289 -25.504 -0.512
O 5.797 -6.619 -27.829 -0.414
H 4.956 -8.440 -27.870 0.268
H 5.808 -7.921 -26.412 0.369
H 2.987 -7.937 -26.317 0.279
H 3.194 -6.576 -27.325 -0.140
H 4.352 -6.884 -24.839 0.308
H 5.593 -6.691 -28.765 0.126
C 2.588 -7.412 -35.082 -0.218
C 4.034 -7.911 -35.264 -0.516
O 4.924 -6.789 -35.186 -0.588
O 2.215 -7.218 -33.732 -0.462
H 1.796 -8.040 -35.487 0.391
H 2.570 -6.427 -35.549 0.241
H 4.158 -8.460 -36.197 0.370
H 4.312 -8.643 -34.507 0.163
H 5.478 -6.808 -34.402 0.364
H 2.999 -7.009 -33.220 0.159
C 10.581 -4.472 -30.590 -1.512
C 9.604 -5.606 -30.843 0.619
C 8.631 -5.738 -29.684 -0.704
O 8.917 -5.397 -31.990 -0.565
H 11.527 -4.542 -31.127 0.372
H 10.858 -4.370 -29.540 0.347
H 10.176 -3.513 -30.911 0.344
H 10.212 -6.510 -30.874 0.182
H 7.922 -6.534 -29.916 0.053
H 8.002 -4.857 -29.554 0.020
H 9.033 -6.071 -28.727 0.505
H 8.549 -6.203 -32.358 0.426
C 0.484 -3.665 -30.079 -1.452
C -0.208 -4.105 -31.346 0.721
C 0.810 -4.241 -32.468 -0.998
O -0.669 -5.410 -31.117 -0.542
H 1.088 -4.478 -29.676 0.293
H -0.157 -3.285 -29.283 0.421
H 1.121 -2.796 -30.240 0.350
H -0.954 -3.369 -31.646 0.185
H 1.457 -5.107 -32.329 0.001
H 1.484 -3.394 -32.598 0.398
H 0.276 -4.449 -33.395 0.324
H -1.076 -5.429 -30.248 0.319
```

Calculated values
Total charge: -1
E_HOMO: -6.8608 eV
Orbital gap: 8.99 eV

***

#b
This record from the Open Molecules 2025 dataset describes a 10-piece molecular cluster, C12H42BF4O12 overall. The level of theory is wB97M-V/def2-TZVPD.

```
71
Properties=species:S:1:pos:R:3:mulliken_charge:R:1
B 11.869 9.710 -1.036 0.636
F 10.656 10.264 -0.649 -0.409
F 11.841 9.122 -2.322 -0.436
F 12.821 10.715 -1.026 -0.397
F 12.198 8.724 -0.149 -0.396
O 15.528 11.398 -5.019 -0.657
H 16.248 11.032 -4.505 0.312
H 14.737 11.126 -4.553 0.344
O 11.345 9.161 5.096 -0.655
H 10.425 8.951 4.940 0.313
H 11.699 9.353 4.228 0.342
O 9.121 5.919 -6.214 -0.630
H 9.003 5.172 -6.801 0.310
H 9.869 5.679 -5.668 0.323
O 9.788 10.554 -6.482 -0.656
H 10.021 10.735 -5.571 0.337
H 9.576 9.621 -6.495 0.318
C 17.634 15.858 4.329 -0.312
C 16.509 15.534 3.400 -0.435
O 16.937 14.766 2.312 -0.533
O 17.933 14.717 5.166 -0.535
H 17.329 16.697 4.954 0.284
H 18.579 16.119 3.853 0.259
H 15.934 16.386 3.037 0.302
H 15.809 14.869 3.906 0.325
H 16.323 14.037 2.194 0.339
H 18.088 13.986 4.562 0.308
C 5.165 6.586 -1.043 -0.418
C 4.542 5.633 0.038 -0.355
O 4.921 4.252 -0.302 -0.514
O 4.872 6.262 -2.400 -0.505
H 6.239 6.597 -0.857 0.318
H 4.840 7.598 -0.803 0.262
H 3.453 5.670 0.006 0.243
H 4.759 5.959 1.055 0.348
H 5.199 3.811 0.504 0.293
H 5.731 6.254 -2.828 0.329
C 5.362 13.240 -4.102 -0.375
C 5.303 14.054 -5.428 -0.336
O 4.628 15.269 -5.080 -0.535
O 6.295 13.714 -3.159 -0.530
H 5.653 12.248 -4.447 0.330
H 4.398 13.163 -3.599 0.270
H 4.693 13.559 -6.184 0.289
H 6.298 14.287 -5.806 0.248
H 5.077 15.572 -4.287 0.319
H 6.805 12.991 -2.788 0.320
C 15.665 18.593 -3.547 -1.300
C 14.879 17.416 -4.190 0.603
C 13.535 17.046 -3.535 -1.251
O 14.591 17.756 -5.517 -0.575
H 15.280 19.608 -3.446 0.345
H 16.603 18.789 -4.067 0.322
H 15.911 18.317 -2.522 0.346
H 15.503 16.523 -4.187 0.181
H 13.124 16.102 -3.893 0.358
H 12.856 17.865 -3.772 0.327
H 13.638 17.005 -2.451 0.321
H 14.204 17.007 -5.976 0.323
C 11.976 0.365 -2.940 -1.247
C 11.684 1.688 -2.261 0.596
C 11.497 1.574 -0.684 -1.293
O 12.678 2.659 -2.542 -0.570
H 11.168 -0.286 -2.608 0.360
H 12.939 -0.017 -2.603 0.299
H 12.077 0.427 -4.024 0.321
H 10.691 1.985 -2.597 0.162
H 12.523 1.508 -0.324 0.351
H 11.104 0.594 -0.411 0.345
H 11.074 2.445 -0.183 0.348
H 12.517 3.469 -2.052 0.329
```

Calculated values
Total charge: -1
E_HOMO: -8.1499 eV
Orbital gap: 10.09 eV

***

Name the most stable of them. #a.

***

#a
This record from the Open Molecules 2025 dataset describes C5H7ClO2 as an isolated structure. The level of theory is wB97M-V/def2-TZVPD.

```
15
Properties=species:S:1:pos:R:3:mulliken_charge:R:1
C -0.310 -0.579 0.039 0.211
C 0.784 -0.472 1.085 -0.585
C 0.330 1.265 -0.102 -0.282
C -0.992 0.749 0.230 -0.681
C 0.418 0.085 -1.217 -0.055
H -0.538 -2.557 -0.047 0.336
H 0.354 -0.451 2.188 0.267
H 1.590 -1.194 0.871 0.379
H 0.554 2.249 -0.272 0.580
H -1.582 0.908 1.181 0.291
H -1.644 0.908 -0.590 0.352
H 1.466 -0.133 -1.578 0.353
O -1.037 -1.723 -0.103 -0.567
O 1.240 0.827 0.963 -0.418
Cl -0.634 0.117 -2.649 -0.183
```

Calculated values
E_HOMO: -9.4930 eV
Orbital gap: 10.18 eV

***

#b
This record from the Open Molecules 2025 dataset describes one molecule with the formula C5H7ClO2. The level of theory is wB97M-V/def2-TZVPD.

```
15
Properties=species:S:1:pos:R:3:mulliken_charge:R:1
C 0.920 1.512 0.898 -1.202
C 0.859 0.450 -0.233 0.343
C -0.294 -0.515 0.058 0.218
C -1.663 0.192 -0.230 0.740
C -2.839 -0.704 0.042 -1.123
H 1.656 2.309 0.713 0.317
H -0.091 1.934 0.977 0.356
H 1.178 1.017 1.842 0.325
H 0.579 0.987 -1.151 0.295
H -3.741 -0.113 -0.090 0.323
H -2.733 -1.511 -0.698 0.316
H -2.737 -1.090 1.056 0.307
O -0.197 -1.571 0.607 -0.490
O -1.848 1.339 -0.568 -0.535
Cl 2.374 -0.428 -0.363 -0.189
```

Calculated values
E_HOMO: -9.7163 eV
Orbital gap: 9.11 eV
SMILES: CC(=O)C(=O)[C@@H](C)Cl

***

Name the most stable of them. #b.

***

#a
This record from the Open Molecules 2025 dataset describes a 6-piece molecular cluster, C2H14O5 overall. The level of theory is wB97M-V/def2-TZVPD.

```
21
Properties=species:S:1:pos:R:3:mulliken_charge:R:1
C -0.590 1.908 -3.710 -0.434
C 0.431 2.070 -2.893 -0.437
H -0.656 1.048 -4.372 0.223
H -1.402 2.622 -3.814 0.222
H 1.240 1.349 -2.826 0.210
H 0.546 2.921 -2.236 0.213
H 0.114 -3.438 -2.349 0.302
H 1.228 -2.359 -2.083 0.314
O 0.302 -2.500 -2.302 -0.612
H 0.409 0.738 4.216 0.338
H 1.007 -0.437 3.554 0.321
O 0.861 -0.086 4.446 -0.642
H -0.948 1.257 1.779 0.319
H -0.365 2.695 2.116 0.299
O -0.418 1.775 2.393 -0.625
H 0.442 -1.126 0.975 0.323
H 0.445 -2.083 2.186 0.305
O 0.915 -1.868 1.371 -0.658
H -0.994 -0.915 -1.239 0.314
H -2.291 -0.581 -0.449 0.278
O -1.331 -0.471 -0.447 -0.573
```

Calculated values
E_HOMO: -10.3137 eV
Orbital gap: 10.67 eV
SMILES: C=C.O.O.O.O.O

***

#b
This record from the Open Molecules 2025 dataset describes a 5-piece molecular cluster, C2H14O5 overall. The level of theory is wB97M-V/def2-TZVPD.

```
21
Properties=species:S:1:pos:R:3:mulliken_charge:R:1
O -3.741 0.493 0.540 -0.614
H -4.286 0.553 1.324 0.310
H -4.137 1.111 -0.075 0.310
O -1.353 -3.716 -0.166 -0.629
H -1.681 -3.653 0.731 0.307
H -1.237 -2.807 -0.443 0.333
O -1.791 3.351 -4.533 -0.630
H -1.772 4.304 -4.444 0.320
H -2.559 3.078 -4.030 0.311
O -0.795 -0.588 -1.355 -0.619
H -1.551 -0.392 -0.801 0.320
H -0.705 0.180 -1.918 0.274
C 1.975 0.300 1.952 -0.965
C 3.113 -0.533 1.387 -0.183
O 4.345 -0.123 1.880 -0.538
H 1.776 1.330 1.655 0.312
H 2.008 0.193 3.036 0.274
H 1.059 -0.176 1.602 0.297
H 3.109 -0.614 0.300 0.272
H 3.184 -1.560 1.747 0.233
H 5.039 -0.730 1.613 0.303
```

Calculated values
E_HOMO: -9.7517 eV
Orbital gap: 9.82 eV
SMILES: CCO.O.O.O.O

***

Name the most stable of them. #a.

***

#a
This record from the Open Molecules 2025 dataset describes one molecule with the formula C2H7N3OS. The level of theory is wB97M-V/def2-TZVPD.

```
14
Properties=species:S:1:pos:R:3:mulliken_charge:R:1
C -0.971 1.495 0.284 -0.587
C 0.623 -0.180 -0.377 0.514
H -1.367 2.467 -0.109 0.319
H -0.559 1.676 1.283 0.282
H -1.845 0.725 0.375 0.038
H 0.684 1.772 -0.993 0.309
H 0.353 -1.791 0.835 0.364
H -2.664 -1.126 0.194 0.112
H 3.290 -1.388 -0.324 0.392
N 0.016 1.013 -0.776 -0.317
N -0.237 -1.079 0.363 -0.357
N 1.915 -0.261 -0.402 -0.517
O 2.389 -1.535 0.068 -0.421
S -1.628 -1.788 -0.420 -0.129
```

Calculated values
E_HOMO: -8.6719 eV
Orbital gap: 9.41 eV
SMILES: CN/C(=N/O)NS

***

#b
This record from the Open Molecules 2025 dataset describes one molecule with the formula C2H7N3OS. The level of theory is wB97M-V/def2-TZVPD.

```
14
Properties=species:S:1:pos:R:3:mulliken_charge:R:1
C -1.645 -0.542 -1.075 -0.858
C 0.334 0.246 0.093 0.628
H -1.710 0.336 -1.692 0.311
H -1.992 -1.413 -1.606 0.326
H -2.281 -0.370 -0.178 0.267
H 0.315 -1.255 -1.223 0.261
H 2.032 0.381 1.131 0.268
H 1.651 -1.811 0.665 0.338
H -0.512 2.759 2.224 0.156
N -0.288 -0.771 -0.608 -0.256
N 1.713 0.044 0.262 -0.239
N -0.336 1.249 0.499 -0.499
O 2.167 -1.262 0.069 -0.437
S 0.552 2.409 1.437 -0.266
```

Calculated values
E_HOMO: -8.2316 eV
Orbital gap: 9.00 eV
SMILES: CN/C(=N/S)NO

***

#c
This record from the Open Molecules 2025 dataset describes one molecule with the formula C2H7N3OS. The level of theory is wB97M-V/def2-TZVPD.

```
14
Properties=species:S:1:pos:R:3:mulliken_charge:R:1
C -0.123 1.629 -0.548 -0.796
C 0.165 -0.922 -0.144 0.216
H -0.546 2.123 0.370 0.294
H 0.578 2.124 -1.129 0.302
H -0.920 1.145 -1.131 0.300
H 2.035 0.328 1.416 0.208
H 2.589 0.444 -0.094 0.268
H -1.448 -2.081 -0.633 0.289
H -2.614 -1.699 1.101 0.376
N 0.544 0.395 0.130 0.143
N 1.894 0.697 0.595 -0.634
N -1.134 -1.193 -0.207 -0.202
O -2.389 -0.794 0.416 -0.423
S 1.370 -2.197 -0.143 -0.341
```

Calculated values
E_HOMO: -8.1809 eV
Orbital gap: 8.11 eV
SMILES: CN(N)C(=S)NO

***

#d
This record from the Open Molecules 2025 dataset describes C2H7N3OS as an isolated structure. The level of theory is wB97M-V/def2-TZVPD.

```
14
Properties=species:S:1:pos:R:3:mulliken_charge:R:1
C 0.822 -1.130 -1.355 -0.674
C -0.402 0.356 0.354 0.661
H 0.692 -1.069 -2.612 0.235
H 0.213 -2.354 -1.186 0.200
H 1.954 -0.946 -0.938 0.277
H -1.049 2.330 0.617 0.269
H -1.460 1.304 -1.593 0.390
H -0.541 0.364 2.501 0.332
H 1.562 -1.617 2.047 0.182
N 0.075 0.123 -0.911 -0.496
N -1.421 1.315 0.438 -0.430
N 0.062 0.115 1.629 -0.324
O -2.307 1.464 -0.896 -0.455
S 1.799 -0.255 1.905 -0.166
```

Calculated values
E_HOMO: -8.9960 eV
Orbital gap: 9.10 eV

***

Name the most stable of them. #b.